1.
The following is a DFT calculation (wB97M-V/def2-TZVPD) of an isolated molecule of C6H14OS at a distorted geometry.

Calculated values
* HOMO: -8.55 eV
* strongest force on any atom: 4.5 eV/A
* DFT total energy: -710.34615 Eh
* orbital gap: 9.33 eV
* E_LUMO: 0.781 eV
* energy above the lowest of the compared OMol25 structures with the same formula, charge and spin: 44.2 kcal/mol

The geometry in ORCA input format:
```
! RIJCOSX wB97M-V def2-TZVPD def2/J DEFGRID3
* xyz 0 1
H 0.20115 -1.96237 1.49498
H -1.53798 -1.84670 1.12320
O -3.05820 -0.25305 -0.26100
C 1.72807 0.80844 -1.07561
H 0.73526 1.29417 0.61339
H 0.69944 -2.20542 -0.83227
H -2.70072 1.88845 0.97293
C 0.99124 0.18707 0.12558
H 0.93667 1.05209 -1.94341
H 2.61586 0.27478 -1.57854
H 1.57944 -0.28614 0.90576
S -1.82485 0.46402 -0.58353
H -1.46311 2.71730 -0.02570
H 0.07868 -1.03764 -2.21158
C -0.29709 -0.64101 -0.13909
H 2.24112 1.67743 -0.74291
C -0.55338 -1.29945 1.15948
H -0.93454 1.64642 1.37402
H -0.74487 -0.52950 1.95372
C -1.72455 1.84158 0.59294
H -0.92377 -2.21415 -1.19738
C -0.06031 -1.57414 -1.23449
*
```



2.
The following is a DFT calculation (wB97M-V/def2-TZVPD) of a 2-piece molecular cluster, C6H14OSi overall at a distorted geometry.

Calculated values
* HOMO: -8.36 eV
* strongest force on any atom: 3.9 eV/A
* DFT total energy: -601.64639 Eh
* orbital gap: 8.89 eV
* E_LUMO: 0.525 eV
* energy above the lowest of the compared OMol25 structures with the same formula, charge and spin: 97.1 kcal/mol

The geometry in ORCA input format:
```
! RIJCOSX wB97M-V def2-TZVPD def2/J DEFGRID3
* xyz 0 1
H 1.00572 -1.35741 -2.92966
H 1.56199 0.64234 -1.74832
H 1.37235 -1.94038 0.54109
H 0.09712 1.30878 -2.48149
H -4.20880 0.06336 0.97897
H 1.16377 0.58521 2.09719
H 0.42423 -1.45427 -1.16833
H 1.79847 -2.07619 2.07926
H -0.73594 -1.02096 -2.60467
H 2.33232 0.27257 0.83990
Si 0.24092 1.04068 0.08619
C 0.25399 -0.99795 -2.14006
H -2.93541 -0.55942 -0.32425
C 1.39112 0.05813 1.26455
C 0.51633 0.45609 -1.75666
H -2.18455 1.49416 1.72557
O 0.89680 2.52909 0.05442
C -2.18787 0.71941 0.97341
H 0.12940 -1.50880 1.85685
C -3.19379 0.04099 0.45529
C 1.12995 -1.43522 1.45501
H 1.13188 3.13982 0.74573
*
```



3.
The following is a DFT calculation (wB97M-V/def2-TZVPD) of a 2-piece molecular cluster, C6H14S overall at a distorted geometry.

Calculated values
* HOMO: -8.39 eV
* strongest force on any atom: 1.2 eV/A
* DFT total energy: -635.15500 Eh
* orbital gap: 9.42 eV
* E_LUMO: 1.037 eV
* energy above the lowest of the compared OMol25 structures with the same formula, charge and spin: 0.0 kcal/mol

The geometry in ORCA input format:
```
! RIJCOSX wB97M-V def2-TZVPD def2/J DEFGRID3
* xyz 0 1
H 0.23298 -1.57964 -2.63497
H -1.42531 -0.23695 -1.19994
H 2.19978 -1.34792 0.96500
H 1.76083 0.74521 1.93827
H 1.48331 -2.80502 1.70361
H -0.61164 -0.32096 -3.57116
C -0.43099 0.12532 -1.46233
H -2.65314 1.71994 -0.37233
C 0.53155 -0.95702 2.22368
H -1.24455 1.79433 0.68125
C 0.06725 -0.50978 -2.74769
C 0.92176 0.29192 2.45617
C -1.68828 2.20713 -0.22309
H 1.03775 -0.06592 -2.98257
C 1.27432 -1.84116 1.24313
H -1.87620 3.26702 -0.07377
H 0.61347 -2.01583 0.39423
H -0.32263 -1.32558 2.77490
S -0.59965 1.94163 -1.63958
H 0.27595 -0.03427 -0.65373
H 0.45345 0.94754 3.18093
*
```



4.
The following is a DFT calculation (wB97M-V/def2-TZVPD) of a 2-piece molecular cluster, C6H14Si overall at a distorted geometry.

Calculated values
* HOMO: -8.31 eV
* strongest force on any atom: 4.8 eV/A
* DFT total energy: -526.33127 Eh
* orbital gap: 8.76 eV
* E_LUMO: 0.456 eV
* energy above the lowest of the compared OMol25 structures with the same formula, charge and spin: 100.7 kcal/mol

The geometry in ORCA input format:
```
! RIJCOSX wB97M-V def2-TZVPD def2/J DEFGRID3
* xyz 0 1
H 3.82312 -2.17778 -0.46476
C 2.75078 -1.70414 -0.53347
C 1.72986 0.50498 -0.01320
H -0.75136 -1.78901 -1.03203
H -3.41940 0.49036 -1.00166
H 1.91333 -2.28712 -0.00728
H -0.99644 0.73001 -1.63305
H 1.08386 1.99613 1.33573
H -2.10700 -0.23695 1.60000
C 2.80752 -0.23016 -0.11224
C -3.50622 0.20983 0.02840
C -2.09594 0.16542 0.56710
C 1.61998 1.86912 0.45383
H -1.83906 1.17680 0.74619
H 3.62318 0.20646 0.41302
Si -0.76176 -0.33533 -0.74544
H 2.46503 2.60878 0.62332
H 1.03612 2.59557 -0.25854
H -4.06392 -0.76749 0.04351
H 2.28491 -1.73426 -1.52156
H -4.21683 0.89990 0.57960
*
```